Record 1
Here is a cluster of 2 separate species, C22H15F4NO2S in total at a distorted geometry from OMol25. Energies are from ωB97M-V/def2-TZVPD.

Positions of all 45 atoms, in Å:
F1 -2.938 2.909 -3.125
C1 -2.665 1.558 -3.086
C2 -3.736 0.667 -3.154
C3 -3.411 -0.684 -3.072
F2 -4.440 -1.599 -3.093
C4 -2.115 -1.146 -2.933
C5 -1.030 -0.221 -2.822
C6 0.260 -0.789 -2.570
C7 1.537 -0.245 -2.937
C8 2.615 -1.175 -3.080
C9 3.915 -0.724 -3.160
F3 4.943 -1.641 -3.203
C10 4.255 0.632 -3.188
C11 3.180 1.527 -3.197
F4 3.463 2.876 -3.262
C12 1.854 1.132 -3.125
C13 -1.344 1.159 -2.939
H1 -4.761 1.010 -3.282
H2 -1.907 -2.214 -2.913
H3 0.255 -1.850 -2.246
H4 2.402 -2.245 -3.097
H5 5.281 0.969 -3.252
H6 1.074 1.890 -3.191
H7 -0.565 1.921 -2.879
C14 -0.099 0.197 6.934
C15 -0.347 0.032 5.457
C16 -0.032 -1.171 4.820
C17 -0.222 -1.333 3.444
C18 -0.727 -0.287 2.664
S1 -1.102 -0.545 0.919
C19 0.312 -0.232 -0.131
N1 1.422 -0.632 0.542
C20 2.411 -0.983 1.085
O1 -1.379 -1.962 0.776
O2 -2.075 0.459 0.543
C21 -1.131 0.889 3.317
C22 -0.927 1.050 4.690
H8 -0.409 1.184 7.285
H9 -0.650 -0.555 7.511
H10 0.964 0.068 7.167
H11 0.351 -1.995 5.431
H12 0.008 -2.294 2.988
H13 0.366 0.752 -0.593
H14 -1.623 1.680 2.750
H15 -1.235 1.964 5.207

Atomic forces in eV per Å
0.3 -1.4 -0.1
-0.2 0.5 0.1
0.4 0.1 0.0
-0.6 -0.4 0.1
1.0 0.9 -0.1
0.6 0.4 0.2
-2.4 0.2 -0.5
0.0 -0.6 2.2
2.1 0.2 -0.6
-0.7 0.2 0.6
0.9 -0.1 -0.1
-1.1 0.9 0.0
-0.8 -0.2 -0.1
0.4 0.5 -0.1
-0.3 -1.4 0.0
-0.4 -0.3 0.3
0.3 -0.2 0.1
0.3 -0.1 0.1
-0.2 0.2 0.2
0.0 0.7 -0.8
0.2 0.3 0.2
-0.1 0.0 0.1
0.6 -0.2 0.2
-0.7 -0.2 0.1
0.0 0.0 0.0
-0.2 0.0 -0.3
0.0 0.0 -0.3
0.2 -0.2 0.1
-0.1 0.1 0.6
-1.0 -0.3 -0.4
-0.2 0.4 -0.7
2.0 -0.5 0.0
-0.9 0.2 -0.5
0.1 0.7 0.1
0.2 -0.4 0.1
0.1 0.2 -0.3
0.1 -0.2 0.0
0.0 -0.1 -0.1
0.1 0.1 -0.1
-0.1 0.0 -0.1
-0.1 0.2 -0.4
0.0 0.2 0.0
-0.1 0.1 0.6
0.2 -0.2 0.1
0.1 -0.2 -0.4

## Properties
Gap between HOMO and LUMO   5.989 eV
Calculated total energy   -1850.061868 a.u.
Spin multiplicity   1
Total charge   0

These are the natural (NBO) partial charges, in e, on atoms 1 to 4: F -0.3240; C 0.4296; C -0.3141; C 0.4154

=====

Record 2
Here is a cluster of 2 separate species, C22H15F6N2O6S4 in total at a distorted geometry from OMol25. Energies are from ωB97M-V/def2-TZVPD.

Positions of all 55 atoms, in Å:
F1 -4.715 -1.894 -3.034
C1 -3.954 -1.042 -2.335
F2 -4.036 0.185 -2.882
F3 -4.390 -0.960 -1.059
S1 -2.143 -1.662 -2.269
C2 -0.482 -0.128 -0.340
C3 -0.418 1.032 -1.305
C4 -1.267 2.065 -0.958
C5 -1.357 3.187 -1.760
C6 -0.714 3.197 -3.009
C7 -0.977 4.318 -3.873
N1 -1.253 5.284 -4.480
C8 0.127 2.134 -3.376
C9 0.250 1.020 -2.545
O1 -2.195 -2.992 -1.709
O2 -1.584 -1.469 -3.587
H1 -1.380 -0.745 -0.709
H2 -1.922 1.933 -0.092
H3 -1.955 4.042 -1.424
H4 0.679 2.159 -4.322
H5 0.829 0.156 -2.891
F4 -1.867 1.506 3.380
C10 -2.389 0.679 2.419
F5 -2.826 -0.467 2.991
F6 -3.428 1.288 1.798
S2 -0.850 0.200 1.333
N2 3.481 -0.825 -0.300
S3 1.951 -1.844 -0.188
C11 0.725 -3.308 0.477
C12 1.191 -4.576 0.195
C13 0.387 -5.699 0.405
C14 -0.888 -5.519 0.944
C15 -1.375 -4.234 1.194
C16 -0.540 -3.130 0.992
O3 0.808 -0.858 -0.702
O4 2.451 -2.666 -1.324
S4 3.361 0.906 0.025
C17 2.751 1.716 1.570
C18 1.734 2.678 1.511
C19 1.486 3.540 2.586
C20 2.274 3.474 3.734
C21 3.273 2.502 3.810
C22 3.509 1.628 2.743
O5 4.804 1.106 0.072
O6 2.566 1.556 -0.998
H6 2.179 -4.727 -0.215
H7 0.748 -6.703 0.175
H8 -1.485 -6.382 1.232
H9 -2.388 -4.085 1.566
H10 -0.900 -2.152 1.305
H11 1.135 2.798 0.613
H12 0.687 4.281 2.526
H13 2.107 4.166 4.559
H14 3.886 2.443 4.710
H15 4.301 0.886 2.819

Atomic forces in eV per Å
-0.9 0.3 0.1
1.2 -1.1 -0.7
-0.2 -0.2 0.2
-0.4 0.1 -0.2
0.3 2.9 1.8
-0.9 -0.8 -3.4
-0.4 -0.2 0.2
0.0 0.4 -0.3
-0.5 0.2 -0.3
0.2 -0.1 0.5
-0.4 2.4 -1.2
0.7 -2.3 1.3
-0.2 -0.3 0.0
-0.1 0.2 0.1
-0.8 -2.2 0.0
-0.1 -0.4 -1.9
1.5 0.2 -0.2
0.4 0.5 -0.2
0.1 -0.4 -0.4
-0.4 0.0 0.3
-0.2 0.5 0.4
-0.9 -1.4 -1.5
-0.2 -0.4 -1.3
0.2 1.4 -0.1
1.2 -0.5 0.9
2.4 1.3 4.4
-3.4 0.7 3.3
1.7 -0.9 -4.6
0.5 0.1 0.6
0.7 -0.6 -0.3
-0.4 0.6 0.4
-0.1 0.2 0.1
0.6 -0.4 -0.1
-0.3 0.7 0.4
-1.0 0.4 1.3
-1.5 0.5 1.8
1.2 -0.4 -0.6
0.1 0.1 0.5
-0.1 0.0 -0.2
0.2 -0.2 0.0
0.0 -0.4 -0.3
0.0 -0.1 -0.1
0.0 -0.1 0.1
-0.8 0.5 -0.1
0.3 -0.4 0.6
0.0 0.2 -0.1
0.0 0.4 0.1
0.0 0.1 -0.3
0.3 0.0 -0.1
0.1 -0.3 -0.3
0.2 -0.2 0.0
0.2 -0.3 -0.1
0.1 -0.2 -0.2
-0.1 -0.1 -0.3
-0.1 0.2 -0.1

## Properties
Gap between HOMO and LUMO   4.740 eV
Calculated total energy   -3599.997260 a.u.
Spin multiplicity   1
Total charge   -1

These are the natural (NBO) partial charges, in e, on atoms 1 to 4: F -0.3377; C 0.7034; F -0.3376; F -0.3507

=====

Record 3
Here is a structure of composition C22H15KN3O6S from OMol25. Energies are from ωB97M-V/def2-TZVPD.

Positions of all 48 atoms, in Å:
K1 -1.013 -0.909 -0.120
O1 -4.007 0.990 -3.754
C1 -3.102 0.254 -3.056
O2 -1.974 0.623 -2.890
C2 -3.683 -1.031 -2.535
C3 -4.985 -1.410 -2.805
C4 -5.428 -2.604 -2.248
C5 -4.572 -3.339 -1.456
C6 -3.268 -2.880 -1.241
N1 -2.842 -1.744 -1.788
C7 -2.323 -3.715 -0.320
O3 -2.863 -4.716 0.169
O4 -1.163 -3.271 -0.178
H1 -3.522 1.790 -4.005
H2 -5.622 -0.790 -3.416
H3 -6.440 -2.946 -2.429
H4 -4.852 -4.266 -0.976
O5 -1.666 0.982 1.528
S1 -0.395 1.700 1.518
O6 -0.459 3.148 1.502
N2 0.457 1.043 0.412
C8 1.740 1.377 0.072
C9 2.542 2.334 0.654
C10 3.866 2.555 0.213
C11 4.406 1.842 -0.813
C12 3.612 0.851 -1.453
C13 4.102 0.082 -2.535
C14 3.303 -0.854 -3.115
C15 1.998 -1.029 -2.600
N3 1.506 -0.344 -1.604
C16 2.297 0.607 -1.021
C17 0.382 1.312 3.081
C18 0.704 2.317 3.979
C19 1.331 1.997 5.178
C20 1.638 0.679 5.476
C21 1.315 -0.328 4.572
C22 0.690 -0.011 3.378
H5 2.150 2.951 1.451
H6 4.450 3.319 0.715
H7 5.420 2.013 -1.156
H8 5.113 0.258 -2.887
H9 3.639 -1.460 -3.946
H10 1.344 -1.777 -3.039
H11 0.461 3.340 3.727
H12 1.582 2.784 5.879
H13 2.131 0.433 6.408
H14 1.553 -1.359 4.797
H15 0.447 -0.797 2.675

Atomic forces in eV per Å
0.2 0.4 -0.3
0.1 0.0 0.0
-0.2 -0.2 0.0
0.0 0.0 0.0
0.1 0.2 -0.1
0.0 0.0 0.0
-0.1 0.0 0.0
0.1 0.0 0.0
-0.1 0.0 -0.1
-0.2 -0.3 0.0
0.0 0.0 -0.1
0.0 -0.1 0.0
-0.2 -0.8 -0.1
-0.1 0.0 0.0
0.0 0.0 0.0
0.0 0.0 0.0
0.0 0.0 0.0
0.1 0.3 0.2
-0.3 0.5 0.5
-0.1 0.0 -0.1
0.6 0.2 -0.1
-0.2 -0.2 -0.1
0.3 0.3 0.1
-0.2 0.0 0.1
-0.1 -0.1 -0.1
0.3 0.1 -0.1
0.0 0.1 0.0
-0.2 0.0 0.0
0.0 -0.1 -0.1
0.3 0.2 0.2
-0.3 -0.1 0.0
0.1 -0.2 0.1
0.0 0.0 0.0
0.0 0.0 0.0
0.0 0.0 0.0
0.0 0.0 0.0
0.0 0.0 0.0
0.0 0.0 0.0
0.0 0.0 0.0
0.0 0.0 0.0
0.0 0.0 0.0
0.0 0.0 0.0
0.0 0.0 0.0
0.0 0.0 0.0
0.0 0.0 0.0
0.0 0.0 0.0
0.0 0.0 0.0
0.0 0.0 0.0

## Properties
Gap between HOMO and LUMO   7.259 eV
Calculated total energy   -2461.382930 a.u.
Spin multiplicity   1
Total charge   -1

These are the natural (NBO) partial charges, in e, on atoms 1 to 4: K 0.9349; O -0.6950; C 0.7591; O -0.5595

=====

Record 4
Here is a structure of composition C22H16BrCo2N2O6 at a distorted geometry from OMol25. Energies are from ωB97M-V/def2-TZVPD.

Positions of all 49 atoms, in Å:
O1 -3.352 0.475 -3.507
C1 -2.293 0.384 -3.047
Co1 -0.659 0.076 -2.387
C2 0.390 1.503 -2.723
O2 1.064 2.408 -2.964
C3 -0.943 -0.234 -0.644
O3 -1.178 -0.522 0.451
C4 -0.552 -1.903 -2.792
C5 -1.924 -2.445 -2.709
C6 -2.580 -2.588 -1.457
C7 -3.945 -2.871 -1.351
C8 -4.707 -3.084 -2.506
C9 -4.111 -2.921 -3.762
C10 -2.739 -2.650 -3.866
C11 -0.029 -1.226 -3.887
C12 -0.255 -1.226 -5.195
Co2 1.415 -2.136 -2.783
C13 1.384 -2.643 -1.084
O4 1.270 -2.958 0.022
C14 2.720 -0.835 -2.854
O5 3.500 0.016 -2.894
C15 1.841 -3.556 -3.835
O6 2.037 -4.467 -4.513
H1 -1.983 -2.443 -0.560
H2 -4.419 -2.938 -0.367
H3 -5.763 -3.373 -2.422
H4 -4.719 -3.019 -4.669
H5 -2.283 -2.577 -4.859
H6 0.531 -1.330 -5.944
H7 -1.282 -1.055 -5.563
C16 3.633 3.136 5.548
N1 2.208 3.094 5.336
C17 1.405 3.852 6.269
C18 1.685 2.517 4.226
C19 0.517 1.667 4.293
Br1 -0.277 1.238 5.981
C20 0.012 1.079 3.124
N2 0.548 1.282 1.906
C21 1.631 2.051 1.829
C22 2.233 2.668 2.939
H8 4.156 2.474 4.838
H9 4.047 4.160 5.426
H10 3.896 2.794 6.572
H11 0.360 3.893 5.937
H12 1.433 3.406 7.280
H13 1.773 4.898 6.354
H14 -0.864 0.424 3.196
H15 2.064 2.195 0.824
H16 3.104 3.312 2.794

Atomic forces in eV per Å
1.0 0.1 0.8
-1.3 0.0 -1.2
0.3 0.3 0.5
0.4 1.1 0.5
-0.6 -0.9 0.1
1.0 -0.2 1.1
-0.2 0.4 -1.3
-1.1 1.4 0.4
-1.4 -0.9 -0.2
0.1 -0.3 -0.3
0.4 -0.2 -0.4
-0.1 0.2 -0.1
0.3 -0.3 0.4
0.3 0.0 0.5
2.0 -2.7 0.3
-0.5 0.9 -1.2
-0.8 1.0 -0.4
0.0 -0.3 1.1
0.1 0.3 -1.1
0.0 0.3 0.0
-0.8 -1.0 0.0
-0.1 -0.2 -0.2
-0.1 0.6 0.4
-0.3 -0.1 -0.2
0.3 0.0 -0.3
0.4 0.3 -0.1
0.3 -0.1 0.3
-0.3 0.0 0.5
-0.1 0.4 0.2
0.5 -0.2 0.0
0.6 0.2 0.0
0.6 0.4 1.0
-0.1 0.3 0.3
-1.7 -1.3 -1.3
0.8 0.4 -0.8
0.1 -0.2 -0.5
0.3 0.5 0.3
0.0 0.1 0.7
0.3 0.1 0.4
-0.2 -0.1 -0.1
-0.3 0.3 0.3
-0.1 -0.4 0.0
-0.2 0.2 -0.4
0.4 0.0 0.1
-0.1 0.2 -0.3
-0.1 -0.5 -0.2
0.3 0.2 -0.2
-0.3 -0.1 0.5
-0.3 -0.2 0.1

## Properties
Gap between HOMO and LUMO   5.477 eV
Calculated total energy   -6748.358820 a.u.
Spin multiplicity   1
Total charge   -1

These are the natural (NBO) partial charges, in e, on atoms 1 to 4: O -0.5583; C 0.4698; Co -0.0581; C 0.5053

=====

For the records above, the corresponding relative energy (zero: lowest compared OMol25 entry of this formula, charge and spin) values read 275.0; 54.9; 0.0; 133.7 kJ/mol.